# 1
Entry from the Open Molecules 2025 dataset: a cluster of 7 separate species, C24H42O21 in total at a distorted geometry (ωB97M-V/def2-TZVPD).

Its energy relative to the best compared isomer or geometry (same formula, charge and spin) is 4.517 eV. Its orbital gap is 9.929 eV.

The geometry in XYZ format:
```
87
Properties=species:S:1:pos:R:3:forces:R:3:mulliken_charge:R:1
C -0.5516 -0.2305 -0.6595 0.24 -0.06 -1.04 -0.39
C -0.4226 -1.4522 0.2714 0.00 1.26 -1.81 1.59
O -0.8502 -0.8638 1.4767 -0.29 -0.35 2.07 -0.30
C -1.2623 0.4291 1.3634 -0.43 0.00 0.41 0.51
O -1.6871 1.1485 2.2359 0.66 -1.19 -0.34 -0.66
O -1.1789 0.7989 0.1042 0.14 0.31 -0.49 -0.23
H -1.2310 -0.4921 -1.4708 0.39 0.36 -0.22 0.45
H 0.3940 0.1828 -1.0104 -0.09 -0.28 -0.24 0.29
H 0.5711 -1.8997 0.2910 -0.01 0.43 0.60 -0.72
H -1.0621 -2.2107 -0.1801 -0.47 -0.23 1.00 -0.55
C 2.8734 -4.6141 4.3866 0.50 -0.66 0.45 -0.41
C 3.4677 -5.4258 3.1893 -0.45 0.74 1.93 -0.35
O 2.5691 -5.0341 2.1754 3.09 -3.60 -1.08 -0.23
C 1.7791 -4.1193 2.5540 -3.27 2.62 -2.77 0.58
O 0.9815 -3.7119 1.7364 -0.08 0.56 1.26 -0.34
O 1.9903 -3.6865 3.7677 0.15 0.44 1.11 -0.30
H 3.6411 -4.0919 4.9577 -0.22 0.07 -0.04 0.29
H 2.2703 -5.2406 5.0437 0.14 -0.01 0.10 0.27
H 3.3832 -6.4922 3.3981 0.26 0.07 -0.37 0.28
H 4.4894 -5.0830 3.0261 -0.07 -0.30 -0.56 0.30
C 3.4098 -4.5525 -0.8653 -0.03 0.49 -1.21 -0.95
C 2.8268 -4.4022 -2.2919 1.46 1.22 0.99 0.25
C 1.4334 -4.9705 -2.4413 1.07 -0.85 0.50 -0.43
O 0.6384 -3.8352 -2.1260 -2.46 -2.81 0.78 -0.23
C 1.2472 -2.7661 -2.4622 1.98 3.26 -2.11 0.63
O 0.7493 -1.7086 -2.7599 0.10 -0.75 0.90 -0.60
O 2.5835 -2.9927 -2.5836 0.20 -0.55 -0.03 -0.35
H 3.5008 -5.6343 -0.7679 -0.57 -0.01 1.04 0.38
H 2.8346 -3.9133 -0.1955 -0.30 -0.93 0.50 -0.14
H 4.4408 -4.2082 -0.7830 0.04 0.30 -0.48 0.46
H 3.6482 -4.7771 -2.9026 -0.68 0.06 -0.87 0.34
H 1.3329 -5.7684 -1.7055 -0.61 0.18 0.04 0.29
H 1.2188 -5.3739 -3.4309 -0.21 0.34 -0.08 0.30
C 2.1795 3.3514 0.4076 -0.49 1.08 -0.57 -0.35
O 2.6716 2.0648 0.6648 0.89 -1.15 0.22 -0.36
C 3.2578 1.3796 -0.3372 1.50 2.35 -3.39 0.71
O 3.7561 1.9034 -1.4117 -2.60 -2.86 5.22 -0.64
O 3.1931 0.0603 -0.0704 1.17 0.49 -0.95 -0.20
C 3.2935 -0.4880 1.2330 -0.33 -0.56 1.18 -0.53
H 1.1611 3.1850 0.0565 0.04 0.49 -0.36 -0.04
H 2.8166 3.8904 -0.2936 -0.24 -0.21 -0.27 0.40
H 2.1062 3.9811 1.2942 0.27 -0.60 0.38 0.20
H 2.3740 -0.3886 1.8098 -0.24 -0.02 -0.29 0.27
H 4.0755 -0.1581 1.9170 0.33 0.97 -0.62 0.44
H 3.5462 -1.5436 1.1331 -0.42 -0.05 -0.49 0.12
C -0.9335 4.4297 2.8740 1.86 -0.41 3.21 -0.62
O -1.8642 4.5611 1.9285 -1.71 -2.62 -1.51 -0.11
C -1.9717 5.6502 1.3148 0.02 5.93 -1.39 0.82
O -1.3606 6.7352 1.5527 -1.58 -3.39 -0.89 -0.65
O -2.9405 5.4959 0.3875 0.77 -0.61 0.98 -0.32
C -3.1735 6.5651 -0.5002 -0.19 0.21 -0.05 -0.58
H -0.0065 4.9475 2.6277 0.05 -0.12 0.02 0.32
H -0.8095 3.3633 3.0629 0.25 0.08 -0.19 0.04
H -1.3543 4.8597 3.7829 0.41 0.16 0.37 0.35
H -3.4821 7.4472 0.0608 0.20 0.14 -0.14 0.37
H -4.0109 6.2039 -1.0971 0.27 0.26 -0.27 0.20
H -2.2663 6.7208 -1.0840 -0.36 0.33 -0.19 0.21
C -2.0317 3.0808 -2.2953 -0.89 0.65 0.56 -0.95
C -0.6893 3.8300 -2.1275 -1.44 -0.90 -1.03 0.75
O -0.2177 4.4634 -3.3372 1.90 -1.94 1.19 -0.39
C -0.6967 5.5874 -3.7660 -3.04 -0.07 0.06 0.79
O -1.7966 6.0152 -3.4504 1.08 0.66 -0.07 -0.60
O 0.1079 6.0156 -4.7037 0.61 0.80 -1.09 -0.35
C -0.0809 7.2792 -5.3551 0.90 0.48 0.11 -0.67
H -2.6069 3.4322 -1.4386 -0.33 -0.56 0.16 0.16
H -1.9352 1.9954 -2.2721 0.26 0.12 0.25 0.19
H -2.6969 3.2701 -3.1378 0.58 0.60 -0.31 0.42
H -0.0730 2.9664 -1.8778 1.08 0.84 -0.25 -0.29
H -0.7246 4.5476 -1.3077 0.02 0.06 -0.19 0.03
H -0.7154 7.9681 -4.7975 -0.08 -0.31 -0.02 0.32
H -0.3494 7.2329 -6.4105 -0.71 -0.72 0.22 0.27
H 0.9332 7.6722 -5.4274 -0.01 0.27 0.39 0.27
C -2.0068 -5.7352 -0.2740 -0.61 2.31 0.75 -0.69
C -3.0518 -4.4858 0.0034 1.71 -0.97 -1.45 -0.42
O -2.7783 -3.8702 1.2867 -0.18 -1.43 0.07 -0.23
C -3.6419 -3.0231 1.8076 -4.65 3.29 -2.81 0.83
O -4.7181 -2.6037 1.2679 3.03 -2.08 0.96 -0.69
O -3.2127 -2.4746 2.8891 2.47 -0.52 2.58 -0.30
C -3.7319 -1.2496 3.4450 -1.02 0.06 -1.05 -0.46
H -1.0178 -5.2814 -0.2107 0.11 0.09 -0.06 -0.09
H -2.1106 -6.1114 -1.2917 -0.36 0.04 0.10 0.36
H -1.9658 -6.5500 0.4488 -0.71 0.10 0.04 0.35
H -4.0690 -4.6917 -0.3298 -0.36 -0.37 1.40 0.47
H -2.8184 -3.7151 -0.7312 0.52 0.05 -0.11 0.22
H -4.8154 -1.3682 3.4421 0.01 0.56 -0.21 0.35
H -3.3451 -0.4318 2.8370 -0.52 -0.03 -0.15 0.07
H -3.4299 -0.9897 4.4596 0.57 -1.13 0.00 0.21
```
Positions in Å, forces in eV/Å.



# 2
Entry from the Open Molecules 2025 dataset: a structure of composition C24H43ClIrP2 at a distorted geometry (ωB97M-V/def2-TZVPD).

Its energy relative to the best compared isomer or geometry (same formula, charge and spin) is 0.260 eV. Its total charge is +1. Its orbital gap (spin up / spin down) is 7.973 / 3.596 eV. As for the spin multiplicity: 5.

The geometry in XYZ format:
```
71
Properties=species:S:1:pos:R:3:forces:R:3:lowdin_spin:R:1
Ir 1.0103 -1.0428 0.6942 -0.43 0.53 3.95 1.51
C 1.4550 -2.3432 3.0680 0.18 0.26 -0.57 0.22
C 1.3386 -3.0975 1.8444 0.47 0.17 -0.48 0.12
C 2.9169 -1.4073 1.5129 0.21 -1.46 0.79 0.13
C 2.3532 -1.2660 2.8440 0.32 -0.60 -0.85 0.15
C 2.3187 -2.6107 0.8937 0.75 -0.17 1.54 0.10
C 0.7591 -2.6525 4.3428 -0.40 0.28 0.51 0.03
H -0.0109 -3.4299 4.2178 0.29 0.36 0.08 0.00
H 0.3040 -1.7462 4.7958 0.19 -0.66 -0.41 0.01
H 1.4700 -3.0062 5.1079 -0.07 -0.02 -0.32 0.01
C 2.7466 -0.2248 3.8269 -0.40 0.30 0.40 0.02
H 1.8731 0.1545 4.3784 0.28 -0.07 -0.25 0.00
H 3.2372 0.6239 3.3431 0.02 -0.17 0.17 0.00
H 3.4011 -0.6383 4.6045 0.10 0.04 -0.25 0.01
C 3.9877 -0.5746 0.9170 0.07 0.07 -0.06 0.04
H 4.9454 -1.0690 1.0878 0.20 0.26 -0.15 0.01
H 3.9892 0.4238 1.3604 0.18 -0.12 -0.06 0.00
H 3.8099 -0.4572 -0.1561 0.31 -0.03 0.05 0.01
C 2.6725 -3.1966 -0.4286 -0.04 -0.23 -0.01 0.03
H 3.4820 -3.9134 -0.3120 0.15 -0.12 -0.10 0.01
H 3.0032 -2.4192 -1.1265 -0.08 -0.21 0.02 0.00
H 1.8034 -3.7261 -0.8335 0.22 0.12 -0.11 0.00
C 0.4885 -4.3025 1.6495 -0.02 -0.32 0.04 0.01
H 1.0685 -5.2096 1.8622 -0.13 0.06 -0.02 0.00
H 0.1390 -4.3673 0.6151 -0.05 -0.05 0.19 0.00
H -0.3734 -4.2943 2.3266 0.13 -0.02 -0.29 0.00
C -0.6132 0.5728 2.1515 -0.20 -0.43 1.33 0.05
C -1.6046 -0.3282 2.4177 2.06 -1.11 -1.11 0.14
C -2.4549 -0.9641 1.3527 -1.08 0.14 -0.25 0.02
C -2.0537 -0.8699 -0.1583 -0.70 0.09 -0.10 0.01
C -0.6023 -0.9757 -0.5795 -0.16 0.33 -1.37 0.07
C 0.3792 0.0953 -0.7433 -1.83 -0.27 -0.53 0.16
C 0.3232 1.4689 -0.1119 0.29 0.79 -0.12 0.06
C -0.6564 1.6073 1.0857 0.16 0.31 -1.04 0.01
H -3.4282 -0.4537 1.4953 -0.03 -0.36 -0.42 0.01
H -2.4583 0.0616 -0.6160 0.45 -0.89 0.59 0.00
H -2.6835 -2.0360 1.5374 0.42 0.68 0.49 0.00
H -1.6816 1.6357 0.6740 0.62 0.03 0.38 0.00
H 0.0817 0.7742 2.9892 -0.27 0.02 -0.31 0.02
H -1.5657 -0.7972 3.4011 -0.26 -0.07 -0.25 0.01
H -0.4433 2.5684 1.5721 -0.21 -0.10 -0.20 0.00
H 1.3575 1.7792 0.1768 -0.57 -0.24 -0.01 0.01
H 1.1141 -0.1325 -1.5235 -0.02 0.38 0.24 0.03
H 0.0444 2.1630 -0.9412 0.11 -0.21 0.94 0.02
H -2.5787 -1.6803 -0.7118 0.17 0.38 0.63 0.00
H -0.4166 -1.7886 -1.2838 -0.36 0.21 -0.15 0.00
P -2.4583 2.0738 -1.4485 -0.30 0.82 -1.26 0.00
P 0.2636 1.3950 -3.1906 -1.02 1.21 -1.98 0.02
C -2.3925 2.5017 -3.2465 -0.15 0.28 0.05 0.00
C -0.9597 2.7167 -3.7496 -0.07 0.07 0.19 0.01
H -2.9919 3.4162 -3.3907 0.10 -0.27 -0.15 0.00
H -2.9005 1.6929 -3.7926 0.23 0.13 0.08 0.00
H -0.9669 2.7514 -4.8542 0.18 0.04 0.40 0.00
H -0.5697 3.6891 -3.3950 -0.17 -0.33 -0.10 0.00
C 1.6773 2.1631 -4.0335 0.45 0.05 -0.23 0.00
H 2.4997 1.4496 -4.0633 0.19 0.07 -0.02 0.00
H 1.9967 3.0479 -3.4783 0.06 -0.07 -0.02 0.00
H 1.4416 2.4642 -5.0578 0.01 -0.04 0.04 0.00
C -0.1991 0.1677 -4.4650 0.06 -0.54 -0.24 0.00
H -0.3818 0.6272 -5.4430 0.03 0.01 0.16 0.00
H -1.0836 -0.4089 -4.1811 0.01 0.12 0.06 0.00
H 0.6135 -0.5507 -4.5888 0.03 -0.07 0.00 0.00
C -2.3179 3.7722 -0.7513 -0.13 0.02 0.18 0.00
H -2.2980 3.7225 0.3402 0.01 0.09 -0.08 0.00
H -3.2097 4.3363 -1.0418 0.29 0.18 -0.05 0.00
H -1.4023 4.2757 -1.0842 -0.23 -0.08 0.01 0.00
C -4.2663 1.8502 -1.3110 -0.49 0.11 0.22 0.00
H -4.6477 1.1877 -2.1016 0.16 0.12 0.28 0.00
H -4.7561 2.8279 -1.3973 -0.10 -0.26 -0.08 0.00
H -4.5360 1.4280 -0.3330 0.01 0.04 -0.23 0.00
Cl -0.4022 0.4955 5.4380 -0.22 0.39 0.21 0.91
```
Positions in Å, forces in eV/Å.